--- 1 ---
{"formula": "C6H10N", "method": "the ωB97M-V functional and the def2-TZVPD basis", "orbital_gap_ev": 10.01, "smiles": "C[C@]12CC1=CC[NH2+]2", "mol_weight_g_mol": 96.15, "charge": 1, "symbols": ["N", "C", "C", "C", "C", "C", "C", "H", "H", "H", "H", "H", "H", "H", "H", "H", "H"], "positions_angstrom": [[-0.4346, 0.7387, 0.6457], [-1.7744, 0.4953, -0.1088], [-0.3472, -1.3094, -0.4155], [1.7053, 0.4137, -0.6818], [0.6189, -1.6734, 0.5661], [-1.6218, -0.9900, -0.5200], [0.5258, -0.2017, 0.0933], [-0.7343, 0.6135, 1.5766], [2.6276, 0.1632, -0.1251], [0.2604, -1.9681, 1.4709], [1.4734, 1.5024, -0.5900], [-2.6899, 0.5934, 0.5566], [-2.4474, -1.5935, -0.5711], [1.4309, -2.2776, 0.4136], [-1.9078, 1.3637, -0.8927], [-0.2038, 1.6920, 0.5137], [1.7839, 0.2372, -1.6994]]}

---

--- 2 ---
{"formula": "C6H10N", "method": "the ωB97M-V functional and the def2-TZVPD basis", "orbital_gap_ev": 8.08, "mol_weight_g_mol": 96.15, "charge": 1, "symbols": ["N", "C", "C", "C", "C", "C", "C", "H", "H", "H", "H", "H", "H", "H", "H", "H", "H"], "positions_angstrom": [[-1.3650, -1.2962, -0.0887], [-0.8246, 1.8738, 0.4251], [-0.3243, 1.7311, -0.7849], [2.1394, -1.0240, 0.4137], [-2.5847, -1.4146, 0.1360], [1.0823, -1.1948, -0.6007], [-0.1987, -1.2128, -0.3597], [1.7704, -1.1710, 1.4244], [-2.9445, -1.3651, 1.1560], [1.3918, -1.2766, -1.6401], [-3.2837, -1.5619, -0.6795], [2.5418, -0.0096, 0.3305], [2.9648, -1.7041, 0.2059], [-1.8781, 2.0216, 0.5944], [0.7364, 1.6269, -0.9569], [-0.2031, 1.8705, 1.3070], [-0.9379, 1.7668, -1.6705]]}

---

--- 3 ---
{"formula": "C6H10N", "method": "the ωB97M-V functional and the def2-TZVPD basis", "orbital_gap_ev": 7.65, "mol_weight_g_mol": 96.15, "charge": 1, "symbols": ["N", "C", "C", "C", "C", "C", "C", "H", "H", "H", "H", "H", "H", "H", "H", "H", "H"], "positions_angstrom": [[-1.0413, -0.1374, 0.4783], [3.0329, 0.8712, -0.2718], [1.6968, -1.3075, -0.8917], [-0.9945, -1.2804, 1.2088], [-2.4387, 1.3823, -0.7167], [2.4550, -0.2879, -0.4618], [-2.1194, 0.6865, 0.4194], [4.0869, 0.9173, -0.1532], [-0.4547, -0.0800, -0.3751], [1.5428, -2.2381, -0.2922], [-2.8729, 0.6438, 1.1994], [1.5206, -1.3681, -2.0262], [-0.1353, -1.8742, 1.0237], [2.5868, 1.7060, 0.1909], [-3.3329, 1.9851, -0.7153], [-1.7091, 1.4592, -1.4262], [-1.7214, -1.5801, 2.0028]]}

---

--- 4 ---
{"formula": "C6H10N", "method": "the ωB97M-V functional and the def2-TZVPD basis", "orbital_gap_ev": 10.06, "mol_weight_g_mol": 96.15, "charge": 1, "symbols": ["N", "C", "C", "C", "C", "C", "C", "H", "H", "H", "H", "H", "H", "H", "H", "H", "H"], "positions_angstrom": [[-1.0638, -1.1239, -1.5047], [0.0379, -0.2195, -0.9267], [-0.0275, 0.2579, 0.4781], [1.3655, -2.1442, -1.3795], [0.2266, -1.6380, -1.3970], [1.3792, 0.0948, 1.1315], [-0.7305, 1.5646, 0.7914], [1.7417, 1.0517, 1.6030], [-0.7418, 2.4646, 0.0238], [-0.6064, -0.4398, 1.1931], [-1.4143, -1.1038, -2.4526], [-0.4468, 1.9523, 1.8070], [1.4580, -0.7612, 1.8762], [0.2487, 0.4021, -1.7805], [-1.7299, -1.5241, -0.7730], [-1.8111, 1.3384, 0.9680], [2.1145, -0.1717, 0.3418]]}

---

Short version: 4 is the least stable of them.

---

--- 1 ---
{"formula": "C6H10N", "method": "the ωB97M-V functional and the def2-TZVPD basis", "orbital_gap_ev": 10.01, "smiles": "C=C1[C@@H]2CC[C@@]12[NH3+]", "mol_weight_g_mol": 96.15, "charge": 1, "symbols": ["N", "C", "C", "C", "C", "C", "C", "H", "H", "H", "H", "H", "H", "H", "H", "H", "H"], "positions_angstrom": [[0.0159, 0.1784, 1.8592], [-1.0351, 0.6446, -0.6354], [0.8849, -1.1590, -0.2173], [-2.3425, 0.7720, -1.0035], [-0.0564, -0.1783, 0.4746], [0.4411, 0.8757, -0.5940], [1.2806, -0.1553, -1.2632], [1.7171, -1.4867, 0.4786], [0.6938, 2.0050, -0.5919], [0.3487, -2.0686, -0.5835], [0.7858, -0.4753, 1.8770], [0.3106, 1.1468, 2.1860], [-0.7275, -0.1719, 2.5476], [0.9188, -0.4513, -2.2756], [-2.9436, 0.1922, -0.3267], [-2.5588, 1.2282, -1.9487], [2.3700, 0.0619, -1.3685]]}

---

--- 2 ---
{"formula": "C6H10N", "method": "the ωB97M-V functional and the def2-TZVPD basis", "orbital_gap_ev": 9.80, "mol_weight_g_mol": 96.15, "charge": 1, "symbols": ["N", "C", "C", "C", "C", "C", "C", "H", "H", "H", "H", "H", "H", "H", "H", "H", "H"], "positions_angstrom": [[0.9050, 1.0411, -2.1038], [0.2564, -0.2318, 1.9065], [0.1953, -0.1786, -1.7338], [0.5784, -0.3068, 0.4599], [0.7831, -0.9099, -0.6597], [-0.1434, 1.1079, -1.0455], [-1.2385, -0.4467, 1.9395], [0.4956, 0.8206, 2.3066], [0.8373, -0.9349, 2.3969], [-1.4251, -1.4098, 1.5873], [-1.0462, 1.5748, -1.3702], [-1.8364, 0.3719, 1.5129], [1.0337, -1.9465, -0.8009], [1.8671, 1.3624, -1.8835], [-1.5886, -0.7452, 3.0042], [0.6158, 1.6183, -2.9991], [-0.2896, -0.7870, -2.5172]]}

---

--- 3 ---
{"formula": "C6H10N", "method": "the ωB97M-V functional and the def2-TZVPD basis", "orbital_gap_ev": [8.24, 8.24], "mol_weight_g_mol": 96.15, "charge": 1, "symbols": ["N", "C", "C", "C", "C", "C", "C", "H", "H", "H", "H", "H", "H", "H", "H", "H", "H"], "positions_angstrom": [[-1.9388, -0.7478, 0.1536], [1.4527, 1.5508, 0.5717], [1.3346, 0.3230, -0.1649], [1.4179, 2.6132, 1.1618], [1.7234, -0.9287, 0.4626], [-1.6540, -0.6519, -1.2795], [-1.1053, 0.3592, -0.4117], [-1.6770, 1.4042, -0.2874], [1.6116, 3.4403, 1.7952], [-2.6428, -0.5567, -1.8269], [-1.6298, -1.6478, 0.4878], [1.3868, -0.9344, 1.5727], [2.8316, -1.0053, 0.4513], [-0.9837, -1.3697, -1.8248], [1.3927, 0.4806, -1.2038], [-2.8893, -0.5000, 0.4518], [1.3695, -1.8289, -0.1095]]}

---

--- 4 ---
{"formula": "C6H10N", "method": "the ωB97M-V functional and the def2-TZVPD basis", "orbital_gap_ev": 10.46, "smiles": "CC1=C[N+]1=C(C)C", "mol_weight_g_mol": 96.15, "charge": 1, "symbols": ["N", "C", "C", "C", "C", "C", "C", "H", "H", "H", "H", "H", "H", "H", "H", "H", "H"], "positions_angstrom": [[0.2598, 0.5462, 0.0311], [1.7110, 0.3653, -0.2354], [1.1893, 1.5658, -0.1599], [-1.2463, -1.3939, 0.2402], [2.6439, -0.6933, -0.3464], [-0.9176, 0.1226, 0.2070], [-2.0568, 1.1538, 0.3573], [-2.3003, -1.5546, 0.5288], [-0.6689, -1.9937, 0.9766], [-2.5938, 1.4724, -0.6690], [2.9113, -1.3150, 0.5366], [-2.9488, 0.7208, 0.9221], [1.1310, 2.6361, -0.4359], [-1.0402, -1.8549, -0.8162], [-1.7584, 2.0000, 0.9612], [3.5204, -0.3874, -0.9391], [2.1643, -1.3901, -1.1590]]}

---

Short version: 3 is the least stable of them.